Density functional theory data (wB97M-V/def2-TZVPD) for an isolated ion of composition C3H7N2O and charge +1 at a distorted geometry.

```
13
Properties=species:S:1:pos:R:3
O -2.198 -1.266 -3.203
N -1.523 -0.826 -2.353
N 0.331 -0.453 0.580
C -0.258 0.450 -0.507
C 0.993 0.388 1.600
C -1.086 -0.276 -1.422
H -0.534 -0.956 0.858
H 2.085 0.456 1.279
H -0.949 1.185 -0.126
H 0.571 1.512 1.557
H 0.742 0.954 -0.985
H 0.858 -0.116 2.523
H 0.969 -1.053 0.198
```

## Properties
2S+1	1
ΔE to the lowest compared entry with this formula, charge and spin	117.4	kcal/mol
SMILES string	C[NH2+]CC#[N+][O-]
net charge	+1